Model i:
Here is the ion C6H15N3 with charge +2 from the OMol25 dataset. Energies are from ωB97M-V with the def2-TZVPD basis set.

Geometry (Å):
C: 0.301 -1.603 -0.080
C: -0.820 0.505 -0.170
C: -1.766 0.992 0.927
C: -2.105 -1.616 -0.488
C: 2.731 -1.109 0.430
C: 1.181 1.840 -0.832
N: -0.836 -0.974 -0.235
N: 1.422 -0.996 0.024
N: 0.526 0.965 0.076
H: 0.289 -2.696 -0.103
H: -1.131 0.863 -1.163
H: -1.622 0.441 1.854
H: -2.799 0.865 0.612
H: -1.616 2.051 1.120
H: -2.738 -1.605 0.401
H: -2.631 -1.098 -1.291
H: -1.961 -2.650 -0.793
H: 3.121 -2.086 0.089
H: 2.868 -1.041 1.515
H: 3.364 -0.380 -0.088
H: 0.923 1.626 -1.869
H: 0.897 2.884 -0.621
H: 2.265 1.817 -0.694
H: 0.731 1.163 1.058

The calculation puts the HOMO energy (alpha / beta) at -18.75 / -18.67 eV. Its LUMO energy (alpha / beta) is -11.606 / -11.457 eV. The total charge is +2. The calculation puts the orbital gap (alpha / beta) at 7.15 / 7.21 eV. The value obtained for the molar mass is 129.21 g/mol.

---

Model ii:
Here is the ion C6H15N3 with charge +2 from the OMol25 dataset. Energies are from ωB97M-V with the def2-TZVPD basis set.

Geometry (Å):
C: -0.309 1.323 0.170
C: 0.876 -0.513 -0.368
C: 2.032 -1.215 0.415
C: 1.806 2.000 -0.749
C: -2.415 0.488 1.185
C: -1.389 -1.566 -0.811
N: 0.826 0.966 -0.322
N: -1.061 0.319 0.588
N: -0.468 -0.914 0.167
H: -0.464 2.326 0.231
H: 1.007 -0.630 -1.495
H: 1.878 -2.315 0.330
H: 2.052 -0.769 1.350
H: 2.944 -1.226 -0.281
H: 2.406 2.109 0.039
H: 2.329 1.700 -1.543
H: 1.289 2.960 -1.052
H: -3.317 0.318 0.648
H: -2.601 1.464 1.405
H: -2.378 -0.188 1.965
H: -1.388 -0.769 -1.682
H: -0.781 -2.500 -1.065
H: -2.365 -1.900 -0.311
H: -0.510 -1.467 1.184

The calculation puts the HOMO energy at -18.77 eV. Its LUMO energy is -7.659 eV. The total charge is +2. The calculation puts the orbital gap at 11.11 eV. The value obtained for the molar mass is 129.21 g/mol. As for the SMILES: C[C@@H]1N(C)C=[N+](C)[N@H+]1C.

---

Least stable structure: model ii

---

Model i:
Here is a structure of composition C22H14Cl6N4O4V from the OMol25 dataset. Energies are from ωB97M-V with the def2-TZVPD basis set.

Geometry (Å):
V: 2.197 1.165 -1.042
Cl: 5.074 2.307 -1.557
C: 4.850 1.856 0.098
C: 3.646 1.250 0.438
C: 3.524 0.794 1.746
Cl: 2.124 -0.117 2.223
C: 4.514 1.018 2.702
Cl: 4.308 0.491 4.324
C: 5.689 1.672 2.334
Cl: 6.918 1.958 3.493
C: 5.873 2.079 1.012
Cl: 7.333 2.838 0.533
N: 2.411 -1.110 -0.712
N: 2.790 -1.649 -1.959
C: 2.666 -0.784 -3.037
O: 2.628 -1.143 -4.176
O: 2.663 0.506 -2.647
H: 3.096 -1.353 -0.004
H: 1.499 -1.466 -0.436
H: 2.509 -2.601 -2.139
Cl: 1.765 3.213 -1.442
O: 0.441 2.512 1.269
C: -0.139 1.627 0.691
N: -1.410 1.194 0.896
C: -1.790 0.065 0.071
C: -0.475 -0.133 -0.720
O: -0.273 -0.988 -1.557
N: 0.417 0.830 -0.334
C: -2.895 0.409 -0.930
C: -3.050 1.722 -1.364
C: -4.012 2.036 -2.311
C: -4.822 1.040 -2.838
C: -4.664 -0.270 -2.412
C: -3.705 -0.587 -1.462
C: -2.153 -1.143 0.936
C: -3.066 -0.947 1.969
C: -3.444 -1.995 2.791
C: -2.918 -3.264 2.586
C: -2.024 -3.471 1.549
C: -1.645 -2.418 0.723
H: -1.984 1.606 1.610
H: -2.420 2.504 -0.960
H: -4.125 3.061 -2.638
H: -5.572 1.284 -3.578
H: -5.292 -1.051 -2.820
H: -3.591 -1.611 -1.131
H: -3.506 0.030 2.135
H: -4.153 -1.820 3.589
H: -3.211 -4.086 3.226
H: -1.619 -4.458 1.371
H: -0.978 -2.602 -0.106

Its expectation value of S² is 0.76. The calculation puts the HOMO energy (alpha / beta) at -9.42 / -9.42 eV. Its LUMO energy (alpha / beta) is -2.105 / -1.472 eV. The calculation puts the orbital gap (alpha / beta) at 7.31 / 7.95 eV. The value obtained for the molar mass is 662.04 g/mol. Its multiplicity is 2.

---

Model ii:
Here is a structure of composition C22H14Cl6N4O4V from the OMol25 dataset. Energies are from ωB97M-V with the def2-TZVPD basis set.

Geometry (Å):
V: 1.154 -2.058 -1.569
Cl: 2.338 -4.670 -2.028
C: 2.873 -4.044 -0.503
C: 2.345 -2.828 -0.097
C: 2.753 -2.359 1.152
Cl: 2.079 -0.888 1.765
C: 3.676 -3.048 1.928
Cl: 4.181 -2.420 3.441
C: 4.194 -4.264 1.471
Cl: 5.332 -5.119 2.423
C: 3.784 -4.785 0.245
Cl: 4.391 -6.282 -0.312
N: -0.512 -2.567 0.766
N: -1.358 -3.482 0.153
C: -1.325 -3.629 -1.205
O: -2.104 -4.290 -1.828
O: -0.291 -2.978 -1.779
H: -0.040 -2.985 1.556
H: -1.002 -1.724 1.042
H: -2.198 -3.803 0.609
Cl: 2.116 -1.638 -3.473
O: 2.766 0.460 -1.047
C: 1.584 0.678 -0.898
N: 0.967 1.836 -0.572
C: -0.465 1.697 -0.407
C: -0.656 0.214 -0.834
O: -1.714 -0.352 -0.895
N: 0.599 -0.304 -1.065
C: -1.272 2.591 -1.344
C: -0.696 3.061 -2.523
C: -1.440 3.820 -3.412
C: -2.770 4.111 -3.136
C: -3.346 3.641 -1.967
C: -2.600 2.885 -1.072
C: -0.854 1.919 1.059
C: -0.413 3.097 1.660
C: -0.704 3.368 2.983
C: -1.452 2.462 3.730
C: -1.916 1.305 3.132
C: -1.624 1.034 1.797
H: 1.491 2.683 -0.436
H: 0.336 2.835 -2.755
H: -0.980 4.182 -4.322
H: -3.352 4.701 -3.832
H: -4.381 3.864 -1.745
H: -3.054 2.533 -0.155
H: 0.154 3.818 1.081
H: -0.351 4.286 3.435
H: -1.678 2.668 4.767
H: -2.517 0.605 3.699
H: -2.046 0.161 1.318

Its expectation value of S² is 0.76. The calculation puts the HOMO energy (alpha / beta) at -9.47 / -9.47 eV. Its LUMO energy (alpha / beta) is -2.057 / -1.442 eV. The calculation puts the orbital gap (alpha / beta) at 7.42 / 8.03 eV. The value obtained for the molar mass is 662.04 g/mol. Its multiplicity is 2.

---

Least stable structure: model ii

---

Model i:
Here is a cluster of 7 separate species, C15H44O7 in total from the OMol25 dataset. Energies are from ωB97M-V with the def2-TZVPD basis set.

Geometry (Å):
C: -20.024 -12.910 1.760
C: -18.599 -13.194 1.447
C: -17.640 -12.064 1.855
O: -18.364 -14.292 2.410
H: -20.731 -13.738 1.696
H: -20.358 -12.091 1.123
H: -20.134 -12.672 2.818
H: -18.397 -13.560 0.440
H: -16.626 -12.453 1.771
H: -17.813 -11.726 2.877
H: -17.771 -11.210 1.190
H: -18.521 -13.983 3.305
C: -12.119 -14.110 3.818
C: -11.682 -15.382 4.599
C: -10.416 -15.970 4.105
O: -11.530 -14.988 6.003
H: -13.192 -13.992 3.972
H: -11.869 -14.158 2.758
H: -11.653 -13.223 4.247
H: -12.493 -16.094 4.446
H: -10.543 -16.595 3.221
H: -9.900 -16.598 4.832
H: -9.714 -15.200 3.786
H: -12.437 -14.798 6.255
C: -15.654 -7.593 3.249
C: -15.036 -7.881 1.837
C: -13.598 -8.411 1.707
O: -15.794 -8.783 1.076
H: -15.533 -6.541 3.506
H: -15.159 -8.135 4.054
H: -16.701 -7.897 3.221
H: -15.079 -6.928 1.310
H: -12.941 -7.772 2.297
H: -13.141 -8.394 0.718
H: -13.459 -9.408 2.124
H: -15.286 -9.483 0.658
C: -8.564 -9.880 1.070
C: -9.995 -10.089 0.776
C: -10.264 -10.534 -0.727
O: -10.550 -11.165 1.597
H: -8.226 -9.100 0.388
H: -8.048 -10.785 0.750
H: -8.415 -9.668 2.129
H: -10.560 -9.158 0.794
H: -9.751 -10.020 -1.539
H: -11.344 -10.419 -0.813
H: -10.014 -11.579 -0.912
H: -11.492 -11.292 1.463
C: -15.388 -15.573 1.485
C: -13.937 -16.030 1.245
C: -13.773 -17.083 0.139
O: -13.124 -14.972 0.836
H: -15.619 -15.055 0.554
H: -15.460 -14.768 2.216
H: -16.005 -16.420 1.785
H: -13.488 -16.351 2.186
H: -12.689 -17.181 0.080
H: -14.085 -16.728 -0.843
H: -14.203 -18.067 0.327
H: -12.252 -15.363 0.751
O: -15.306 -11.298 -0.863
H: -14.519 -11.134 -1.381
H: -15.556 -12.195 -1.083
O: -13.242 -12.050 0.983
H: -14.043 -11.992 0.464
H: -13.078 -12.989 1.068

The calculation puts the HOMO energy at -9.62 eV. Its LUMO energy is 0.189 eV. The calculation puts the orbital gap at 9.81 eV. The value obtained for the molar mass is 336.51 g/mol. As for the SMILES: CC(C)O.CC(C)O.CC(C)O.CC(C)O.CC(C)O.O.O.

---

Model ii:
Here is a cluster of 7 separate species, C15H44O7 in total from the OMol25 dataset. Energies are from ωB97M-V with the def2-TZVPD basis set.

Geometry (Å):
C: 44.395 22.310 37.811
O: 45.539 21.845 38.412
H: 43.616 21.554 38.265
H: 44.508 22.393 36.680
H: 44.097 23.210 37.941
H: 46.226 21.722 37.710
C: 42.794 24.313 44.316
O: 43.885 24.957 43.737
H: 42.083 25.037 44.582
H: 43.092 23.765 45.276
H: 42.287 23.518 43.575
H: 43.693 25.423 43.002
C: 37.804 20.144 38.390
O: 38.497 19.228 39.214
H: 37.865 19.687 37.406
H: 38.116 21.184 38.254
H: 36.618 20.228 38.639
H: 38.738 19.727 39.997
C: 41.448 19.870 40.428
C: 41.004 20.940 41.287
C: 41.344 22.376 40.654
O: 39.563 20.913 41.278
H: 41.136 18.983 40.797
H: 42.386 19.851 40.335
H: 41.078 20.150 39.436
H: 41.449 20.864 42.251
H: 42.306 22.908 40.915
H: 40.685 23.161 41.140
H: 41.393 22.370 39.612
H: 39.065 21.503 41.837
C: 45.393 19.075 41.185
C: 45.830 20.525 41.721
C: 44.685 21.375 41.923
O: 46.411 20.206 42.987
H: 44.772 19.184 40.200
H: 44.597 18.624 41.853
H: 46.238 18.491 41.110
H: 46.651 21.099 41.055
H: 44.310 21.791 40.965
H: 44.917 22.256 42.616
H: 43.895 20.968 42.589
H: 47.257 19.903 42.933
C: 35.793 22.540 43.923
C: 36.947 22.401 42.696
C: 36.699 23.433 41.601
O: 38.199 22.543 43.156
H: 36.175 22.196 44.853
H: 34.936 22.118 43.872
H: 35.206 23.503 44.154
H: 36.740 21.514 42.455
H: 35.614 23.513 41.172
H: 37.251 23.164 40.853
H: 36.941 24.505 41.977
H: 38.438 23.070 43.893
C: 43.175 26.281 39.821
C: 42.552 27.084 41.030
C: 41.258 26.382 41.511
O: 43.558 27.213 41.971
H: 42.526 26.170 38.978
H: 43.424 25.411 40.242
H: 43.985 27.134 39.612
H: 42.188 28.122 40.704
H: 41.577 25.473 41.807
H: 40.492 26.570 40.897
H: 41.003 26.883 42.395
H: 43.298 27.925 42.634

The calculation puts the HOMO energy at -9.61 eV. Its LUMO energy is 0.453 eV. The calculation puts the orbital gap at 10.06 eV. The value obtained for the molar mass is 336.51 g/mol. As for the SMILES: CC(C)O.CC(C)O.CC(C)O.CC(C)O.CO.CO.CO.

---

Least stable structure: model ii

---

Model i:
Here is the molecule C7H10O2Si from the OMol25 dataset. Energies are from ωB97M-V with the def2-TZVPD basis set.

Geometry (Å):
C: -2.953 -0.230 0.389
C: -2.215 -1.277 -0.143
C: -2.355 1.002 0.569
C: -0.892 -1.089 -0.486
C: -1.023 1.188 0.236
C: -0.274 0.146 -0.296
C: 1.167 0.265 -0.638
O: 1.780 1.643 -0.221
O: 3.859 -0.562 -0.090
Si: 2.349 -0.791 0.448
H: -3.988 -0.379 0.662
H: -2.676 -2.244 -0.279
H: -2.921 1.828 0.974
H: -0.318 -1.904 -0.902
H: -0.567 2.151 0.411
H: 1.335 0.162 -1.711
H: 1.242 2.319 -0.636
H: 4.132 0.309 -0.379
H: 2.160 -2.227 0.282
H: 2.156 -0.308 1.811

The calculation puts the HOMO energy at -9.10 eV. Its LUMO energy is 0.731 eV. The calculation puts the orbital gap at 9.83 eV. The value obtained for the molar mass is 154.24 g/mol. As for the SMILES: O[SiH2][C@H](O)c1ccccc1.

---

Model ii:
Here is a cluster of 2 separate species, C7H10O2Si in total from the OMol25 dataset. Energies are from ωB97M-V with the def2-TZVPD basis set.

Geometry (Å):
C: -0.604 -3.513 0.925
C: -0.674 -2.309 0.882
C: -2.456 0.420 0.123
C: 0.567 0.384 1.561
C: -2.347 1.835 -0.084
C: 1.672 -0.525 1.966
C: 0.658 0.327 -2.167
O: -3.365 -0.223 -0.290
O: 0.568 1.615 1.665
Si: -0.927 -0.525 0.740
H: -0.641 -4.556 0.872
H: -1.266 2.073 -0.220
H: -2.994 2.063 -0.955
H: -2.976 2.291 0.733
H: 2.576 -0.003 2.282
H: 1.401 -0.910 2.926
H: 1.845 -1.424 1.351
H: 0.260 1.393 -2.387
H: 1.711 0.311 -1.936
H: 0.266 -0.424 -2.723

The calculation puts the HOMO energy (alpha / beta) at -8.92 / -7.50 eV. Its LUMO energy (alpha / beta) is -1.212 / -0.445 eV. The calculation puts the orbital gap (alpha / beta) at 7.71 / 7.05 eV. The value obtained for the molar mass is 154.24 g/mol.

---

Least stable structure: model ii